Record 1
Below is a molecular structure, C16H41B2BrCl3LiMg2O8SSb at a distorted geometry, with properties calculated with ωB97M-V/def2-TZVPD.

For the HOMO energy, the calculation gives -10.2 eV. The LUMO energy comes out at -7.2584 eV. The energy above the lowest of the compared OMol25 structures with the same formula, charge and spin is 0.959 eV.

The geometry in ORCA input format:
```
! RIJCOSX wB97M-V def2-TZVPD def2/J DEFGRID3
* xyz 1 1
C 3.1363 -3.8613 1.4512
O 3.0167 -2.7727 0.5625
C 2.2902 -1.7028 1.1493
C 0.8450 -1.7754 0.5973
C -0.2041 -1.4036 1.6680
C -1.4356 -2.3114 1.5508
Sb -3.1422 -1.3747 0.4613
Cl -5.1154 -0.4170 -0.5772
C -1.9204 -0.5731 -1.1845
C -1.2972 0.7894 -0.8925
C -0.9356 1.4434 -2.2473
S 0.4828 0.6477 -3.0773
O -4.4157 -2.2590 1.8362
B -4.8490 -1.4581 2.8246
O -6.1972 -1.4723 3.1241
O -4.0115 -0.6311 3.6412
B -3.3347 -3.3245 -0.8218
C -4.6994 -4.0571 -0.8514
O -2.2618 -3.7617 -1.4738
H 2.1672 -4.0871 1.9085
H 3.8683 -3.6329 2.2258
H 3.4466 -4.7500 0.9156
H 2.7475 -0.7542 0.8905
H 2.2408 -1.8659 2.2255
H 0.6896 -2.7992 0.2730
H 0.7998 -1.1428 -0.2853
H -0.4589 -0.3459 1.6674
H 0.2238 -1.6088 2.6488
H -1.8073 -2.5162 2.5723
H -1.2420 -3.2761 1.0893
H -2.9414 0.0587 1.3790
H -2.5395 -0.4861 -2.0730
H -1.1441 -1.2944 -1.4301
H -1.9744 1.4871 -0.4043
H -0.3511 0.7079 -0.3709
H -0.5833 2.4462 -2.0336
H -1.7916 1.5136 -2.9087
H 0.3963 -0.6815 -2.8799
H -6.6531 -0.6800 2.8113
H -4.2599 0.3141 3.5129
H -4.4944 -5.1228 -0.9554
H -5.2728 -3.6940 -1.7001
H -5.2764 -3.9379 0.0620
H -1.7278 -4.3271 -0.8830
Mg -3.0711 -3.3128 4.0032
O -0.0741 4.6688 -3.5457
C 0.6826 4.9409 -4.4261
O 1.1821 3.9226 -5.1956
C 1.9654 4.1224 -6.3807
C 3.3928 4.3419 -6.0294
C 1.1656 6.3479 -4.6624
H 1.5543 4.9255 -6.9897
H 1.8687 3.2104 -6.9620
H 3.5389 5.2415 -5.4350
H 4.0048 4.4428 -6.9853
H 3.7914 3.5031 -5.4507
H 1.9719 6.5653 -3.9630
H 0.3366 7.0257 -4.4765
H 1.5074 6.5362 -5.6777
Cl 4.5232 5.7294 -8.3059
Li -4.2268 -1.1636 5.6278
Cl -3.5851 -4.3110 -3.5632
Mg -3.4840 1.5109 5.0499
C 4.2683 -0.7132 6.3487
C 3.5861 -0.5169 5.0047
C 3.5900 0.9454 4.5875
O 2.2368 -0.9913 5.0769
H 3.7458 -0.1559 7.1313
H 4.2494 -1.7643 6.6372
H 5.3055 -0.3789 6.3186
H 4.0923 -1.1150 4.2459
H 3.0461 1.5550 5.3147
H 3.0895 1.0705 3.6258
H 4.6063 1.3306 4.5033
H 1.7780 -0.4711 5.7451
Br -0.6516 3.7078 -7.1701
*
```

---

Record 2
Below is a single C5H7NO3 molecule at a distorted geometry, with properties calculated with ωB97M-V/def2-TZVPD.

For the HOMO energy, the calculation gives -9.8 eV. The LUMO energy comes out at 0.1273 eV. The energy above the lowest of the compared OMol25 structures with the same formula, charge and spin is 8.045 eV.

The geometry in ORCA input format:
```
! RIJCOSX wB97M-V def2-TZVPD def2/J DEFGRID3
* xyz 0 1
C 1.2341 -0.1599 -0.0004
C 0.6543 -1.3798 -0.5600
C -0.9607 -0.3953 0.7596
C -0.0073 0.5840 0.2499
C -1.8017 0.8695 0.6596
H 1.7510 0.5256 -1.7014
H 2.0451 -0.3046 0.7985
H 0.7626 -1.6821 -1.4763
H 1.1819 -2.1277 0.0441
H -0.5334 -0.9668 1.7769
H -0.3646 0.5773 -0.7999
H -1.3799 2.6544 0.0235
N -0.9322 1.8086 0.7661
O 2.1787 0.4523 -0.9236
O -0.8255 -1.3081 -0.3592
O -3.0025 0.8525 0.7426
*
```

---

Record 3
Below is a molecular structure, H26NeO13 at a distorted geometry, with properties calculated with ωB97M-V/def2-TZVPD.

For the HOMO energy, the calculation gives -10.0 eV. The LUMO energy comes out at -0.0103 eV. The energy above the lowest of the compared OMol25 structures with the same formula, charge and spin is 0.641 eV.

The geometry in ORCA input format:
```
! RIJCOSX wB97M-V def2-TZVPD def2/J DEFGRID3
* xyz 0 1
Ne 14.6065 -0.6984 -5.8164
O 15.0453 -0.4865 -8.8015
H 15.2986 -0.0928 -9.6363
H 15.8209 -0.3955 -8.2480
O 14.5233 1.9048 -7.5677
H 14.5791 1.0947 -8.0745
H 14.1278 2.5368 -8.1682
O 17.3758 -0.5848 -3.9929
H 17.6007 -1.3163 -3.4179
H 16.6004 -0.1932 -3.5908
O 12.9620 -3.6984 -5.3898
H 12.2023 -3.3659 -5.8679
H 12.7057 -4.5785 -5.1142
O 17.1912 -0.6270 -7.0479
H 17.2788 0.1955 -6.5661
H 17.6792 -1.2640 -6.5260
O 12.6375 -2.5502 -2.7186
H 13.4254 -2.0164 -2.8205
H 12.4505 -2.8727 -3.6002
O 17.7184 1.9597 -5.9992
H 16.9357 2.1714 -6.5079
H 18.4092 2.4971 -6.3868
O 18.2485 -3.1230 -5.9775
H 18.4018 -3.4703 -5.0988
H 17.3192 -3.2841 -6.1405
O 12.2826 -1.2634 -8.6535
H 13.2350 -1.2666 -8.5579
H 12.0930 -0.4611 -9.1399
O 15.6102 -3.8105 -6.4730
H 14.7319 -3.6962 -6.1100
H 15.5139 -3.6062 -7.4032
O 14.1395 1.9309 -4.7526
H 14.2309 1.7810 -5.6935
H 13.3458 1.4542 -4.5095
O 11.7349 0.8832 -3.8951
H 12.0934 0.9530 -3.0103
H 11.2428 1.6948 -4.0193
O 16.4893 2.2120 -3.4070
H 16.9101 2.1272 -4.2626
H 15.5547 2.1124 -3.5884
*
```

---

Record 4
Below is a molecular structure, C9H36CaN18O13S at a distorted geometry, with properties calculated with ωB97M-V/def2-TZVPD.

For the HOMO energy (alpha / beta), the calculation gives -11.6 / -11.6 eV. The LUMO energy (alpha / beta) comes out at -2.9434 / -8.6197 eV.

The geometry in ORCA input format:
```
! RIJCOSX wB97M-V def2-TZVPD def2/J DEFGRID3
* xyz 1 2
Ca -0.0026 -2.5344 2.0756
S -0.3639 -0.1593 0.3936
O -0.5312 0.9960 1.2217
O -1.3633 -1.1493 0.7910
O -0.3424 0.1594 -1.0001
O 0.7577 -0.8976 0.8009
C -2.5758 2.7709 -1.8711
O -3.3612 3.5618 -2.4397
N -1.7597 3.1390 -0.9813
N -2.5164 1.5139 -2.0746
H -0.9915 2.7115 -0.4841
H -2.0486 4.0820 -0.7636
H -3.3127 1.0820 -2.5211
H -1.7266 0.9629 -1.7699
C 0.9504 -3.7457 -1.2232
O 0.5811 -3.6056 -0.0303
N 0.3428 -3.2426 -2.2501
N 2.1190 -4.1188 -1.5954
H 0.7985 -3.1517 -3.1468
H -0.5017 -2.7255 -2.0514
H 2.3859 -3.8902 -2.5423
H 2.8881 -4.2006 -0.9459
C 3.0300 -3.1001 2.5073
O 1.9708 -3.5477 2.6286
N 4.1247 -3.4799 3.1275
N 3.2796 -2.0774 1.7456
H 4.9063 -2.8429 3.1853
H 3.8548 -3.9932 3.9544
H 4.1750 -1.6118 1.7867
H 2.5254 -1.6913 1.1960
C 3.5216 0.8359 -1.2358
O 4.6542 1.3879 -1.1418
N 3.2482 -0.4392 -1.2153
N 2.4130 1.4953 -1.4521
H 4.0115 -1.0625 -0.9937
H 2.3288 -0.8558 -1.2511
H 2.4774 2.4837 -1.6498
H 1.5430 0.9837 -1.4127
C -3.3191 -2.2499 -1.6939
O -4.1588 -2.6961 -2.3988
N -3.4106 -2.0633 -0.4193
N -2.1397 -1.7662 -2.1596
H -4.1943 -2.6094 -0.0912
H -2.5557 -1.8326 0.0666
H -1.3915 -1.3227 -1.6462
H -2.4029 -1.3851 -3.0571
C 0.8446 0.0293 4.1834
O 0.8583 -1.0442 3.5678
N 1.4928 0.2247 5.3271
N 0.1414 1.0827 3.7713
H 2.0129 -0.6103 5.5559
H 1.4367 0.9643 6.0127
H -0.2590 1.0348 2.8453
H -0.1495 1.8515 4.3583
C 0.8365 0.3061 -4.5693
O 2.0914 0.2004 -4.3063
N -0.0553 0.4801 -3.6590
N 0.3687 0.4362 -5.7690
H 0.1305 0.4315 -2.6674
H -1.0481 0.5498 -3.8308
H 0.9939 0.6500 -6.5328
H -0.6121 0.6396 -5.8979
C -4.1772 1.2538 1.9792
O -5.3360 1.5243 2.1829
N -3.7719 0.1998 1.3173
N -3.2364 2.0765 2.2413
H -2.8147 -0.0788 1.1548
H -4.4547 -0.3950 0.8701
H -2.3572 1.8895 1.7808
H -3.5077 3.0254 2.4560
C 0.5345 4.1533 1.6423
O 1.0281 5.1531 2.1002
N 1.0123 3.4311 0.6825
N -0.5268 3.5762 2.1001
H 1.6235 3.7401 -0.0599
H 0.7065 2.4766 0.5577
H -1.1000 4.0229 2.8015
H -0.6243 2.6072 1.8323
*
```

---

Record 5
Below is 2 unconnected molecules or ions with the total composition C3H7S at a distorted geometry, with properties calculated with ωB97M-V/def2-TZVPD.

For the HOMO energy, the calculation gives -2.3 eV. The LUMO energy comes out at 3.0494 eV. The energy above the lowest of the compared OMol25 structures with the same formula, charge and spin is 1.604 eV.

The geometry in ORCA input format:
```
! RIJCOSX wB97M-V def2-TZVPD def2/J DEFGRID3
* xyz -1 1
S -3.8348 1.6656 -0.7124
H -4.3642 1.8262 -1.9124
C 1.6267 -1.4605 1.0483
C 2.7361 -1.2220 0.1077
C 3.9491 -0.8609 0.4108
H 0.6881 -1.4745 0.4082
H 1.7065 -2.3658 1.8170
H 1.6498 -0.6453 1.7431
H 2.5923 -1.1647 -0.9954
H 4.7495 -0.8337 -0.3205
H 4.4632 -0.7323 1.2585
*
```

---

Record 6
Below is a single C15H20N6O2S2 molecule at a distorted geometry, with properties calculated with ωB97M-V/def2-TZVPD.

For the HOMO energy, the calculation gives -8.4 eV. The LUMO energy comes out at 0.3324 eV. The energy above the lowest of the compared OMol25 structures with the same formula, charge and spin is 0.000 eV.

The geometry in ORCA input format:
```
! RIJCOSX wB97M-V def2-TZVPD def2/J DEFGRID3
* xyz 0 1
C -0.3796 1.5313 -1.7007
C -1.4946 1.6076 -2.3996
C -2.8849 1.4768 -1.8364
N -2.9011 1.1830 -0.4318
C -2.7679 2.0406 0.6304
C -2.6545 3.5086 0.4980
N -2.7554 1.3650 1.7429
N -2.8711 0.0548 1.4539
C -2.9452 -0.0477 0.1573
S -3.0899 -1.5142 -0.7656
C -2.8471 -2.7281 0.5803
C -1.9890 -3.8365 0.0377
O -2.3916 -4.9493 -0.1959
N -0.6818 -3.5115 -0.2656
C 0.0381 -2.3958 0.0576
N -0.2347 -1.5408 0.9734
C 0.6911 -0.5506 1.0662
C 0.5395 0.4952 2.1115
C 1.7435 -0.6639 0.1970
C 2.8285 0.3239 -0.0164
O 2.5605 1.5034 -0.1811
N 4.0951 -0.1440 -0.0265
C 4.4725 -1.5004 0.2819
C 5.1755 0.7564 -0.3537
S 1.5337 -2.0669 -0.8185
H 0.5891 1.6385 -2.1546
H -0.3709 1.3665 -0.6362
H -1.4772 1.7773 -3.4673
H -3.4126 0.6694 -2.3572
H -3.4365 2.4089 -2.0069
H -3.5493 3.9214 0.0323
H -1.7920 3.7669 -0.1152
H -2.5375 3.9383 1.4878
H -3.8190 -3.1251 0.8693
H -2.3744 -2.1795 1.3947
H -0.1868 -4.2306 -0.7805
H 0.9476 0.1340 3.0554
H 1.0691 1.3976 1.8190
H -0.5149 0.7090 2.2685
H 4.5777 -2.1017 -0.6264
H 3.7333 -1.9667 0.9306
H 5.4303 -1.4887 0.8034
H 4.7466 1.7276 -0.5924
H 5.7311 0.3785 -1.2145
H 5.8566 0.8617 0.4937
*
```

---

The records above yield total energy values of -6286.02858; -474.95335; -1122.67652; -3404.11528; -516.65344; -1858.99301 Eh, respectively.